{"formula": "C5H10N2O", "method": "ωB97M-V/def2-TZVPD", "species": ["C", "C", "C", "C", "N", "C", "O", "N", "H", "H", "H", "H", "H", "H", "H", "H", "H", "H"], "xyz": [[-1.04716, -1.50442, 0.28580], [2.22096, -0.44439, -0.60156], [-0.44742, -0.18748, -0.17175], [1.01063, 0.01199, 0.10439], [-0.84228, 2.25072, 0.44987], [-0.52072, 0.96755, 1.01707], [-0.87776, 0.12932, -1.51109], [0.90576, 0.78716, 1.14162], [-0.55753, -0.58385, -2.08524], [-1.39849, 2.84108, 1.05773], [-1.31068, 2.21893, -0.45155], [-1.10063, 0.71520, 1.91007], [-0.76669, -2.31586, -0.39677], [-0.70179, -1.77468, 1.28811], [-2.14054, -1.44939, 0.30930], [2.45063, 0.24356, -1.41938], [2.05716, -1.44141, -1.01627], [3.06655, -0.46404, 0.08965]], "atomic_forces_ev_per_a": [[0.0385, -0.2508, -0.0419], [0.2125, -0.2438, 0.1748], [-0.6302, 0.3859, 0.5042], [-0.4392, 1.1221, 1.3640], [-0.5330, 0.5696, 0.2025], [-1.1333, -0.7607, -2.5395], [0.1106, 0.0869, 0.8238], [1.8190, -0.8095, -0.4748], [-0.1780, 0.2387, 0.1765], [0.1801, -0.1675, 0.0272], [0.2366, -0.3329, 0.1602], [0.0846, 0.0128, -0.0587], [-0.0292, 0.0212, 0.0645], [0.0231, 0.0814, -0.1240], [0.1655, 0.0969, -0.0942], [-0.0288, -0.0703, 0.0204], [0.1356, 0.0100, -0.0467], [-0.0344, 0.0101, -0.1382]], "lowdin_charge": [-0.02, -0.01, -0.43, -0.30, 0.06, -0.33, -0.01, 0.15, 0.10, 0.07, 0.07, 0.14, 0.08, 0.09, 0.09, 0.09, 0.08, 0.09], "multiplicity": 1, "total_charge": 0, "e_above_lowest_kcal_mol": 43.59, "e_homo_ev": -8.99, "energy_ev": -10373.415}

{"formula": "C5H10N2O", "method": "ωB97M-V/def2-TZVPD", "species": ["C", "C", "C", "C", "C", "H", "H", "H", "H", "H", "H", "H", "H", "H", "H", "N", "N", "O"], "xyz": [[-0.02906, -0.55495, -2.56932], [-0.81816, -0.25206, -0.28117], [-1.10117, 0.63700, 0.86112], [-0.90532, 0.32002, 2.22825], [2.13607, 0.25853, 0.59766], [-0.88457, -0.82492, -3.46924], [1.15657, 0.01453, -3.09247], [0.33176, -1.61355, -2.23247], [-1.89526, -0.79458, 0.00920], [-0.05993, -1.36818, -0.25103], [-2.10170, 1.40484, 0.85919], [-0.43579, -0.50652, 2.78916], [-1.44130, 0.92695, 2.96031], [2.21181, 0.87848, -0.41346], [3.04853, -0.47376, 0.51736], [0.14578, 1.18583, 1.61310], [1.31313, 0.34632, 1.53266], [-0.67140, 0.41603, -1.65883]], "atomic_forces_ev_per_a": [[0.6676, 0.6275, -3.2730], [-2.1971, -4.4552, -1.1781], [0.2240, 2.9938, -0.9731], [1.8629, 0.2724, 3.7952], [1.9769, 0.9112, -3.7146], [2.7548, 1.0640, 2.3008], [-4.0374, -1.6757, 1.4885], [-0.8461, 2.1909, 0.2743], [1.8641, 0.4658, -2.4461], [-1.9422, 4.1763, 0.4497], [3.2885, -1.8781, -1.0739], [-0.5347, -0.2467, -1.2070], [-0.4666, -0.2533, -0.3742], [-0.9788, -0.7987, 1.9472], [-1.8532, 1.1302, 1.3187], [-0.1999, 0.0138, -0.2636], [-0.6042, -0.9037, 0.7126], [1.0215, -3.6344, 2.2167]], "lowdin_charge": [-0.18, -0.20, -0.31, -0.17, -0.11, 0.12, 0.16, 0.06, 0.15, 0.19, 0.21, 0.12, 0.10, 0.10, 0.09, -0.04, -0.07, -0.24], "multiplicity": 1, "total_charge": 0, "e_above_lowest_kcal_mol": 213.73, "e_homo_ev": -8.91, "energy_ev": -10366.037}

{"formula": "C5H10N2O", "method": "ωB97M-V/def2-TZVPD", "species": ["C", "C", "C", "C", "O", "N", "C", "N", "H", "H", "H", "H", "H", "H", "H", "H", "H", "H"], "xyz": [[-0.24393, 1.87528, 0.19514], [-0.20605, 0.47166, -0.38153], [-0.88836, -0.62783, 0.34928], [-2.41873, -0.43096, 0.40564], [-3.13595, -0.65487, -0.50006], [1.29036, 0.15294, -0.58892], [2.04340, -0.23410, 0.31392], [3.22847, -0.78245, -0.03800], [0.02448, 1.85085, 1.25536], [0.45872, 2.52579, -0.41682], [-1.21154, 2.30922, 0.11435], [-0.64361, 0.49680, -1.40562], [-0.47403, -0.88302, 1.37087], [-0.66313, -1.51133, -0.26809], [-2.80037, -0.25993, 1.46209], [1.67139, -0.32361, 1.32761], [3.91567, -0.36774, 0.62454], [3.46029, -0.51579, -0.97015]], "atomic_forces_ev_per_a": [[0.9978, 0.2696, -0.4891], [2.6935, 0.9226, -0.9015], [-0.3536, -1.1622, 0.7646], [1.9206, -0.9692, 2.6265], [-1.2453, 0.1450, -1.5643], [-3.0667, 0.8443, -2.1468], [-2.1657, -0.5319, 0.2608], [2.5949, 0.5640, 2.3374], [0.2466, 0.2213, -0.1325], [-0.7366, -0.7617, 0.9916], [-0.9940, 0.3901, -0.0203], [0.4141, -0.0347, 0.6229], [-0.5270, 0.7252, -0.8860], [-0.4444, -0.0141, 0.2054], [-0.0413, 0.3603, -0.7713], [0.5628, -0.1078, 0.6689], [0.0088, -0.9563, -0.7752], [0.1354, 0.0957, -0.7913]], "lowdin_charge": [-0.07, -0.40, -0.15, -0.28, 0.08, 0.06, -0.37, 0.07, 0.08, 0.10, 0.06, 0.14, 0.12, 0.13, 0.13, 0.12, 0.10, 0.08], "multiplicity": 1, "total_charge": 0, "e_above_lowest_kcal_mol": 40.58, "e_homo_ev": -9.20, "smiles": "C[C@H](CC=O)/N=C/N", "energy_ev": -10373.545}

{"formula": "C5H10N2O", "method": "ωB97M-V/def2-TZVPD", "species": ["C", "C", "N", "C", "N", "C", "C", "O", "H", "H", "H", "H", "H", "H", "H", "H", "H", "H"], "xyz": [[1.77364, -0.71835, -0.22043], [0.80427, 0.17806, -0.47929], [0.56068, 0.66177, -1.75892], [0.51134, 1.33085, 0.88445], [-0.83580, 1.18827, 1.11947], [-1.18557, 0.15008, 0.35529], [-1.08925, -1.27223, 0.87080], [-2.23357, 0.36936, -0.49035], [2.41101, -1.11218, -1.00481], [1.98656, -1.04415, 0.78573], [-0.15341, 1.36850, -1.84326], [1.35474, 0.78862, -2.36874], [1.18813, 1.30328, 1.74774], [0.76200, 2.13273, 0.18694], [-0.29370, -1.37416, 1.59944], [-0.90498, -1.97122, 0.05420], [-2.04177, -1.51195, 1.35280], [-2.61430, -0.46730, -0.79108]], "atomic_forces_ev_per_a": [[-0.2067, 0.0712, -0.3478], [2.3624, 1.2120, 1.8367], [-0.3196, -0.0040, -0.0984], [1.3384, -2.1406, -2.0971], [-2.1300, -0.6547, -1.1524], [-1.8996, 1.6873, 2.0301], [0.5910, -0.2212, -0.7656], [0.3072, -0.2942, 0.3651], [-0.1549, -0.2857, -0.1072], [0.0425, 0.1318, 0.0815], [0.1019, -0.0061, -0.0357], [-0.0862, 0.0175, 0.0935], [0.1131, 0.0340, -0.1667], [-0.0619, 0.2724, 0.3219], [-0.0004, 0.0976, -0.0137], [-0.0392, -0.1243, 0.0491], [0.0012, 0.2047, -0.0175], [0.0409, 0.0023, 0.0242]], "lowdin_charge": [0.01, -0.41, 0.06, -0.14, 0.03, -0.49, -0.01, 0.08, 0.05, 0.05, 0.08, 0.09, 0.10, 0.10, 0.08, 0.09, 0.10, 0.11], "multiplicity": 1, "total_charge": 0, "e_above_lowest_kcal_mol": 109.19, "e_homo_ev": [-8.00, -8.00], "smiles": "C=C(N)C/N=C(\\C)O", "energy_ev": -10370.570}